[1]
Formula: C27H27N7O4Pd
Source: OMol25
Level of theory: ωB97M-V/def2-TZVPD

Properties
- total charge = 0
- multiplicity = 1
- orbital gap (eV) = 8.0
- energy relative to the best compared isomer or geometry (same formula, charge and spin) (kcal per mole) = 0.0

Atoms and positions in Å:
Pd (0.111, -0.370, 0.200)
C (-2.094, -1.647, 1.521)
N (-1.678, -1.418, 0.125)
C (-1.535, -2.700, -0.580)
C (-2.652, -0.542, -0.571)
C (-2.401, 0.870, -0.154)
C (-3.390, 1.825, 0.028)
C (-3.038, 3.127, 0.362)
C (-1.700, 3.461, 0.511)
C (-0.708, 2.495, 0.364)
C (-1.050, 1.186, 0.037)
H (-3.001, -2.263, 1.542)
H (-2.298, -0.689, 1.996)
H (-1.297, -2.154, 2.057)
H (-2.508, -3.202, -0.640)
H (-0.834, -3.327, -0.035)
H (-1.138, -2.525, -1.575)
H (-3.683, -0.871, -0.390)
H (-2.447, -0.653, -1.637)
H (-4.433, 1.556, -0.093)
H (-3.806, 3.875, 0.506)
H (-1.424, 4.478, 0.765)
H (0.330, 2.767, 0.506)
O (1.047, -2.231, 1.275)
C (2.216, -2.561, 1.060)
C (2.924, -2.579, -0.188)
C (4.269, -2.959, -0.124)
C (5.048, -2.965, -1.249)
C (4.505, -2.617, -2.507)
C (3.205, -2.232, -2.601)
C (2.331, -2.171, -1.445)
O (1.156, -1.756, -1.541)
N (6.449, -3.339, -1.148)
O (6.912, -3.546, -0.039)
O (7.097, -3.396, -2.179)
H (2.827, -2.878, 1.925)
H (4.706, -3.250, 0.824)
H (5.144, -2.657, -3.378)
H (2.771, -1.962, -3.555)
C (2.085, 1.132, -2.092)
C (2.607, 0.834, -0.735)
N (1.890, 0.686, 0.371)
C (2.786, 0.488, 1.405)
C (4.047, 0.526, 0.920)
N (3.924, 0.736, -0.440)
C (5.018, 0.851, -1.383)
N (5.090, 2.162, -1.969)
N (4.966, 2.300, -3.313)
N (4.988, 3.538, -3.618)
C (5.115, 4.270, -2.452)
C (5.167, 5.654, -2.251)
C (5.278, 6.093, -0.955)
C (5.338, 5.187, 0.128)
C (5.287, 3.825, -0.055)
C (5.177, 3.388, -1.381)
H (1.011, 0.964, -2.099)
H (2.546, 0.490, -2.842)
H (2.291, 2.171, -2.359)
H (2.451, 0.351, 2.419)
H (5.006, 0.392, 1.391)
H (4.887, 0.150, -2.205)
H (5.936, 0.609, -0.848)
H (5.117, 6.336, -3.089)
H (5.319, 7.155, -0.750)
H (5.422, 5.579, 1.133)
H (5.327, 3.140, 0.781)

=====

[2]
Formula: C2H4OSi
Source: OMol25
Level of theory: ωB97M-V/def2-TZVPD

Properties
- total charge = 0
- structure (SMILES) = O=C=C[SiH3]
- multiplicity = 1
- orbital gap (eV) = 9.8
- energy relative to the best compared isomer or geometry (same formula, charge and spin) (kcal per mole) = 2.5

Atoms and positions in Å:
O (2.505, 0.063, -0.991)
C (1.604, -0.404, -0.478)
C (0.261, -0.882, -0.114)
Si (-0.906, 0.484, 0.351)
H (0.145, -1.877, 0.082)
H (-2.199, 0.159, -0.360)
H (-0.136, 1.602, -0.246)
H (-1.275, 0.854, 1.755)

=====

[3]
Formula: C5H5NO2
Source: OMol25
Level of theory: ωB97M-V/def2-TZVPD

Properties
- total charge = 0
- structure (SMILES) = O=Cc1cccn1O
- multiplicity = 1
- orbital gap (eV) = 9.5
- energy relative to the best compared isomer or geometry (same formula, charge and spin) (kcal per mole) = 57.2

Atoms and positions in Å:
O (2.699, 0.005, -0.100)
C (1.778, -0.793, -0.033)
C (0.402, -0.422, 0.058)
C (-0.722, -1.214, 0.025)
C (-1.813, -0.296, -0.120)
C (-1.322, 0.961, -0.039)
N (-0.009, 0.857, 0.076)
O (0.778, 2.012, 0.025)
H (1.984, -1.887, 0.081)
H (-0.763, -2.272, 0.212)
H (-2.862, -0.552, -0.087)
H (-1.879, 1.913, -0.130)
H (1.727, 1.689, 0.032)

=====

[4]
Formula: C42H38FN5O7SW
Source: OMol25
Level of theory: ωB97M-V/def2-TZVPD

Properties
- total charge = +2
- multiplicity = 1
- orbital gap (eV) = 5.3
- energy relative to the best compared isomer or geometry (same formula, charge and spin) (kcal per mole) = 3.8

Atoms and positions in Å:
W (0.721, 0.475, -0.119)
O (1.928, 2.094, 3.340)
C (1.298, 2.023, 2.335)
O (1.764, 1.733, 1.120)
C (-0.193, 2.258, 2.225)
C (-1.060, 2.842, 3.124)
C (-2.398, 2.954, 2.758)
C (-2.833, 2.470, 1.528)
C (-1.902, 1.875, 0.705)
N (-0.624, 1.805, 1.053)
C (-2.149, 1.203, -0.624)
O (-3.221, 1.133, -1.142)
O (-1.015, 0.700, -1.095)
H (-0.703, 3.193, 4.083)
H (-3.107, 3.410, 3.436)
H (-3.865, 2.533, 1.211)
C (4.831, 0.547, 0.038)
C (4.435, -0.573, -0.887)
C (5.206, -1.722, -0.968)
C (4.900, -2.729, -1.871)
C (3.845, -2.577, -2.750)
C (3.039, -1.445, -2.708)
C (2.000, -1.212, -3.775)
C (3.307, -0.489, -1.724)
N (2.415, 0.650, -1.606)
C (2.730, 1.729, -2.221)
C (3.904, 1.874, -3.110)
C (1.780, 2.857, -2.050)
C (1.981, 4.115, -2.814)
N (0.824, 2.636, -1.237)
C (-0.205, 3.642, -1.125)
C (-0.116, 4.640, -0.143)
C (1.164, 4.923, 0.602)
C (-1.206, 5.481, 0.030)
C (-2.323, 5.380, -0.787)
C (-2.333, 4.477, -1.833)
C (-1.268, 3.605, -2.041)
C (-1.266, 2.725, -3.265)
H (5.523, 0.185, 0.797)
H (3.981, 0.986, 0.549)
H (5.347, 1.334, -0.520)
H (6.063, -1.828, -0.315)
H (5.508, -3.623, -1.902)
H (3.646, -3.336, -3.496)
H (1.471, -2.137, -3.989)
H (2.490, -0.885, -4.695)
H (1.274, -0.458, -3.482)
H (4.444, 0.937, -3.212)
H (4.582, 2.634, -2.713)
H (3.587, 2.218, -4.097)
H (2.997, 4.485, -2.663)
H (1.269, 4.877, -2.514)
H (1.866, 3.930, -3.885)
H (1.735, 5.675, 0.051)
H (1.798, 4.049, 0.700)
H (0.960, 5.338, 1.589)
H (-1.153, 6.247, 0.794)
H (-3.161, 6.048, -0.636)
H (-3.172, 4.448, -2.516)
H (-2.273, 2.362, -3.464)
H (-0.612, 1.863, -3.173)
H (-0.948, 3.302, -4.137)
C (-4.046, -5.631, 0.349)
C (-2.760, -5.699, 1.171)
C (-2.964, -6.214, 2.589)
C (-3.859, -5.265, 3.377)
C (-3.322, -3.862, 3.313)
C (-3.631, -2.942, 4.288)
C (-3.100, -1.654, 4.246)
F (-3.416, -0.794, 5.213)
C (-2.256, -1.255, 3.249)
C (-1.937, -2.165, 2.233)
C (-1.060, -1.763, 1.167)
O (-0.585, -0.563, 1.190)
C (-0.775, -2.707, 0.176)
C (-1.340, -3.968, 0.258)
N (-2.147, -4.346, 1.231)
C (-2.474, -3.468, 2.254)
C (0.125, -2.437, -0.979)
O (0.434, -3.300, -1.749)
O (0.510, -1.171, -1.104)
H (-4.535, -6.605, 0.350)
H (-3.826, -5.363, -0.684)
H (-4.740, -4.893, 0.751)
H (-2.043, -6.338, 0.657)
H (-1.992, -6.306, 3.079)
H (-3.406, -7.207, 2.541)
H (-3.934, -5.588, 4.414)
H (-4.872, -5.288, 2.968)
H (-4.281, -3.205, 5.114)
H (-1.827, -0.263, 3.245)
H (-1.110, -4.684, -0.521)
S (3.224, -2.680, 2.352)
C (2.493, -1.565, 1.555)
N (1.943, -0.695, 0.939)

=====

| no. | F_max (eV/Å) | HOMO energy (Eh) |
| --- | --- | --- |
| 1 | 0.64 | -0.2917 |
| 2 | 6.67 | -0.3330 |
| 3 | 2.80 | -0.3398 |
| 4 | 1.38 | -0.4995 |